Entry 1:
A molecular structure, C26H26BrN3O4PdS2. Source: OMol25; level of theory: ωB97M-V/def2-TZVPD.

As for the net charge: -2. Its highest occupied orbital energy is -0.923 eV. The calculation puts the gap between HOMO and LUMO at 4.88 eV. The calculation puts the LUMO energy at 3.96 eV. The electronic energy comes out at -4969.93589 hartree.

Last column: Löwdin charge in e.
Element x y z (Å)
H: 0.57182 -5.67948 -2.06391  0.06
C: 6.72252 -1.45420 0.46400  -0.06
O: 6.87578 -0.24326 3.06462  -0.30
H: 7.29006 1.71029 -0.59040  0.12
Pd: -0.44466 0.19023 -0.11827  0.46
H: 4.43154 -0.37911 -0.19237  0.10
S: -0.27027 2.48619 0.62727  0.52
C: 6.83863 -2.07780 -3.28210  -0.05
C: 0.19733 -2.56695 -0.91920  -0.09
O: 1.99147 0.28366 -1.22506  -0.06
H: 1.79258 -4.40482 -1.93824  0.07
H: 1.40743 -5.40106 -0.53519  0.07
H: 5.83839 -1.96608 -3.70549  0.09
C: -2.31024 -3.35542 -0.27490  -0.16
H: -3.71309 4.81091 3.20776  0.08
H: -1.66396 -5.35422 -0.76724  0.09
C: -1.99271 -1.97459 -0.17442  -0.17
C: 0.97661 -4.90249 -1.40952  -0.08
H: 4.23071 -0.39487 2.24371  0.12
C: -3.25744 3.84616 3.00900  -0.13
H: 6.54949 -1.99136 1.38756  0.11
H: 0.09091 -1.76440 2.27277  0.06
C: -2.86221 -0.86878 3.76593  -0.04
C: 4.10653 0.56856 1.75244  -0.19
C: -1.69325 -0.83362 2.96033  -0.34
H: -4.62552 2.77702 4.27083  0.09
H: 1.17346 -2.16742 -1.17047  0.11
N: -0.72489 -1.68038 -0.52456  -0.19
C: 6.72319 -2.09781 -0.76736  -0.04
C: 7.13731 0.63988 -0.65126  -0.06
C: -3.76785 2.72627 3.60611  -0.09
C: -3.14746 1.47960 3.35375  -0.18
H: 5.31156 2.29929 1.61446  0.11
H: 7.04300 -3.14430 -3.18993  0.07
C: -1.55342 2.57284 1.79174  -0.63
C: 7.13539 -0.01706 -1.87047  -0.04
H: 6.55207 -3.16784 -0.81468  0.11
C: -0.08786 -3.91134 -1.01112  -0.29
H: -0.48074 -2.35206 3.85585  0.07
N: 5.30056 1.39855 2.07992  -0.14
H: -4.47472 0.27384 4.56517  0.10
H: -1.29766 -2.86910 2.36785  0.06
S: 6.78440 0.76675 2.05089  0.60
H: 3.24687 1.04090 2.21815  0.12
C: 6.92138 -0.08536 0.50975  -0.30
H: 4.09250 1.34566 -0.26938  0.12
H: -3.31680 -3.67650 -0.02362  0.06
Br: -1.72086 0.93701 -2.22355  -0.33
H: -3.16521 -1.80234 4.22717  0.10
C: -0.79034 -2.03184 2.85480  -0.04
O: 1.67191 -0.28903 0.92476  -0.12
C: -2.17146 3.77259 2.11439  -0.15
H: 7.54705 -1.64792 -3.99087  0.07
C: -2.02847 1.40010 2.49016  -0.22
O: 7.69745 1.87850 2.02100  -0.32
N: -1.33397 0.24338 2.32403  0.12
C: 6.91516 -1.38837 -1.94469  -0.27
C: 2.36668 0.11910 -0.05560  -0.74
C: 3.83784 0.42170 0.25785  -0.10
H: -1.81146 4.67080 1.62646  0.08
H: 7.28938 0.54566 -2.78479  0.11
C: -3.57621 0.27167 3.95337  -0.04
C: -1.39032 -4.30036 -0.68710  -0.09

***

Entry 2:
A molecular structure, C26H26ClN2OSScSi. Source: OMol25; level of theory: ωB97M-V/def2-TZVPD.

As for the net charge: 0. Its highest occupied orbital energy is -7.756 eV. The calculation puts the gap between HOMO and LUMO at 6.66 eV. The calculation puts the LUMO energy at -1.10 eV. The electronic energy comes out at -3099.89512 hartree.

Last column: Löwdin charge in e.
Element x y z (Å)
C: 2.81697 0.42832 -0.64515  -0.14
H: -3.41552 4.48788 -1.11041  0.02
C: 0.92179 -2.76809 -1.41239  -0.14
H: 2.06915 -4.59518 -1.52350  0.11
H: 2.27377 3.20629 1.19658  0.09
C: -1.60974 -3.48682 4.48488  -0.02
H: 2.60649 -0.63375 -0.64749  0.09
C: 2.26850 -3.43699 -3.29493  -0.67
H: 0.69016 -4.11111 0.23745  0.13
C: -2.21812 -2.42655 3.77314  -0.14
H: 2.29181 -2.08849 -4.96487  0.11
S: 1.28737 0.53417 1.66135  0.57
C: -2.05976 1.62181 -0.13004  -0.37
C: 0.00936 -3.74053 2.71069  0.00
H: -3.11643 3.59690 -2.60424  0.02
C: -3.36102 -1.73519 4.23105  0.01
H: -0.02364 -4.89967 4.52279  0.11
H: 0.01851 3.60970 1.10709  0.00
H: 3.95759 0.34018 -2.45235  0.10
H: -3.81253 -2.02285 5.17276  0.12
C: -0.50954 -4.10806 3.96842  -0.06
C: 0.45717 -3.09443 -0.08865  -0.04
H: -2.01889 -3.78389 5.44185  0.12
C: 1.78123 -3.68813 -2.04080  -0.06
C: 3.58932 0.97918 -1.65885  -0.09
C: -0.04513 2.65223 -2.20358  -0.17
H: -2.59474 1.94979 0.76986  -0.02
H: -2.81108 1.20143 -0.82009  0.00
H: -3.59843 0.48051 1.70379  0.10
H: -0.49498 2.03897 -2.98968  0.03
C: -1.67309 -2.02702 2.53807  -0.14
O: -0.28642 -0.72492 -1.56064  -0.16
C: 1.04186 -1.37169 -3.38818  0.01
C: 3.88932 2.33264 -1.65248  -0.10
C: 1.89856 -2.27131 -3.97361  -0.08
H: 0.88860 -4.24866 2.33835  0.11
N: -2.16119 -0.95966 1.83238  0.05
Sc: -0.66973 -0.07202 0.25447  0.80
C: -0.57865 -2.74409 1.97649  -0.20
C: 2.64086 2.58276 0.39302  -0.14
C: 2.31261 1.22639 0.38140  -0.68
C: 0.53222 -1.59010 -2.09460  -0.34
Cl: 3.34788 -4.56835 -4.05766  0.65
N: -0.18972 -2.30954 0.69563  0.02
Si: -1.33404 3.13208 -0.92298  0.38
H: 0.39987 3.53097 -2.67757  0.04
H: 3.65685 4.18450 -0.59199  0.10
C: 3.42031 3.12793 -0.61457  -0.09
H: 4.48938 2.76386 -2.44315  0.10
H: -1.32889 4.74007 0.97173  0.03
H: -4.76323 -0.18075 3.79276  0.11
H: 0.10755 4.95923 -0.03627  0.03
C: -2.63598 4.16875 -1.80637  -0.20
H: 0.77406 2.07365 -1.76710  0.00
C: -0.55837 4.21291 0.40359  -0.18
C: -3.23426 -0.35212 2.28950  -0.09
H: -2.20009 5.06494 -2.25570  0.02
H: 0.74654 -0.46529 -3.89937  0.12
C: -3.88246 -0.72282 3.48014  -0.02

***

Entry 3:
A molecular structure, C26H26CuN3OSTe. Source: OMol25; level of theory: ωB97M-V/def2-TZVPD.

As for the net charge: 0. Its highest occupied orbital energy is -5.948 eV. The calculation puts the gap between HOMO and LUMO at 6.35 eV. The calculation puts the LUMO energy at 0.40 eV. The electronic energy comes out at -3552.53545 hartree.

Last column: Löwdin charge in e.
Element x y z (Å)
H: -1.78277 -5.48509 -0.43930  0.11
H: 5.54493 2.87403 -1.04601  0.08
C: 2.55252 -3.43893 -0.06919  -0.08
C: -3.97614 0.60805 1.42896  -0.68
H: -0.48527 -3.51726 -1.16606  0.12
H: 3.69353 -2.06479 -3.49102  0.11
H: -0.11033 -2.25428 2.90623  0.10
O: 3.25817 1.15407 0.20279  0.06
H: 4.84920 3.77470 0.31355  0.08
C: 3.63109 2.14695 -0.38403  -0.55
H: 0.85391 5.11063 -2.03092  0.11
C: -0.21977 -2.78127 0.83764  -0.40
C: 3.37216 -2.45624 -2.53439  -0.07
H: -1.39686 -4.24883 3.64171  0.11
H: 1.32700 2.75444 -2.69570  0.12
C: -1.66697 -4.98802 1.64608  -0.07
Te: -2.24444 0.82423 2.61149  0.79
C: -6.37586 0.79081 1.17232  -0.11
Cu: -0.62899 1.08411 0.59962  -0.05
H: 5.52962 2.16020 0.58231  0.08
C: 3.92474 -3.62607 -2.03513  -0.08
C: 0.67874 3.41445 -0.73702  -0.24
H: -0.47684 3.35451 2.31176  0.06
H: -5.29411 1.40366 2.91777  0.08
C: 3.51540 -4.11477 -0.80159  -0.07
C: -5.05929 -0.11592 -0.61361  -0.11
H: 1.25002 1.47984 -1.43702  0.08
C: 0.54220 4.75969 -1.05503  -0.03
H: 4.67579 -4.15686 -2.60549  0.10
C: 4.97997 2.78140 -0.11829  0.00
C: 0.04138 5.64076 -0.11321  -0.05
C: -0.18796 3.78686 1.36201  -0.13
H: -0.05322 6.69546 -0.33445  0.11
C: 1.48833 2.52213 -1.64337  -0.10
C: -0.69546 -3.67077 -0.11385  -0.08
H: 2.23138 -3.81565 0.89329  0.11
H: 3.94247 -5.02723 -0.40666  0.11
H: -0.64286 5.79905 1.92233  0.11
C: 1.99082 -2.28008 -0.58838  -0.38
C: -1.20249 -4.08572 2.59026  -0.06
S: 0.78925 -1.34479 0.39817  1.04
C: 2.40246 -1.77798 -1.80897  -0.08
H: 3.26265 3.65968 -1.66516  0.13
H: -7.19713 0.08708 -0.68410  0.09
H: -0.58985 -0.95475 -1.29071  0.03
H: -7.33756 1.08330 1.57652  0.10
N: 2.91060 2.76962 -1.35216  0.07
H: -2.94306 -0.19153 -0.26486  0.06
C: -0.28989 5.14496 1.13800  -0.05
H: -2.21993 -5.86293 1.96179  0.11
N: -0.05277 -0.44360 -0.59849  -0.37
H: -4.99026 -0.54597 -1.60605  0.09
H: 1.96259 -0.86205 -2.18364  0.10
C: -3.91275 0.07328 0.14295  -0.17
C: -1.42191 -4.77657 0.29460  -0.07
C: -6.29897 0.23776 -0.09830  -0.12
N: 0.25766 2.91457 0.44752  0.04
C: -5.22594 0.97028 1.92721  -0.18
C: -0.47895 -2.97262 2.18528  -0.09

***

What did the second record say?
A molecular structure, C26H26ClN2OSScSi. Source: OMol25; level of theory: ωB97M-V/def2-TZVPD.

As for the net charge: 0. Its highest occupied orbital energy is -7.756 eV. The calculation puts the gap between HOMO and LUMO at 6.66 eV. The calculation puts the LUMO energy at -1.10 eV. The electronic energy comes out at -3099.89512 hartree.

Last column: Löwdin charge in e.
Element x y z (Å)
C: 2.81697 0.42832 -0.64515  -0.14
H: -3.41552 4.48788 -1.11041  0.02
C: 0.92179 -2.76809 -1.41239  -0.14
H: 2.06915 -4.59518 -1.52350  0.11
H: 2.27377 3.20629 1.19658  0.09
C: -1.60974 -3.48682 4.48488  -0.02
H: 2.60649 -0.63375 -0.64749  0.09
C: 2.26850 -3.43699 -3.29493  -0.67
H: 0.69016 -4.11111 0.23745  0.13
C: -2.21812 -2.42655 3.77314  -0.14
H: 2.29181 -2.08849 -4.96487  0.11
S: 1.28737 0.53417 1.66135  0.57
C: -2.05976 1.62181 -0.13004  -0.37
C: 0.00936 -3.74053 2.71069  0.00
H: -3.11643 3.59690 -2.60424  0.02
C: -3.36102 -1.73519 4.23105  0.01
H: -0.02364 -4.89967 4.52279  0.11
H: 0.01851 3.60970 1.10709  0.00
H: 3.95759 0.34018 -2.45235  0.10
H: -3.81253 -2.02285 5.17276  0.12
C: -0.50954 -4.10806 3.96842  -0.06
C: 0.45717 -3.09443 -0.08865  -0.04
H: -2.01889 -3.78389 5.44185  0.12
C: 1.78123 -3.68813 -2.04080  -0.06
C: 3.58932 0.97918 -1.65885  -0.09
C: -0.04513 2.65223 -2.20358  -0.17
H: -2.59474 1.94979 0.76986  -0.02
H: -2.81108 1.20143 -0.82009  0.00
H: -3.59843 0.48051 1.70379  0.10
H: -0.49498 2.03897 -2.98968  0.03
C: -1.67309 -2.02702 2.53807  -0.14
O: -0.28642 -0.72492 -1.56064  -0.16
C: 1.04186 -1.37169 -3.38818  0.01
C: 3.88932 2.33264 -1.65248  -0.10
C: 1.89856 -2.27131 -3.97361  -0.08
H: 0.88860 -4.24866 2.33835  0.11
N: -2.16119 -0.95966 1.83238  0.05
Sc: -0.66973 -0.07202 0.25447  0.80
C: -0.57865 -2.74409 1.97649  -0.20
C: 2.64086 2.58276 0.39302  -0.14
C: 2.31261 1.22639 0.38140  -0.68
C: 0.53222 -1.59010 -2.09460  -0.34
Cl: 3.34788 -4.56835 -4.05766  0.65
N: -0.18972 -2.30954 0.69563  0.02
Si: -1.33404 3.13208 -0.92298  0.38
H: 0.39987 3.53097 -2.67757  0.04
H: 3.65685 4.18450 -0.59199  0.10
C: 3.42031 3.12793 -0.61457  -0.09
H: 4.48938 2.76386 -2.44315  0.10
H: -1.32889 4.74007 0.97173  0.03
H: -4.76323 -0.18075 3.79276  0.11
H: 0.10755 4.95923 -0.03627  0.03
C: -2.63598 4.16875 -1.80637  -0.20
H: 0.77406 2.07365 -1.76710  0.00
C: -0.55837 4.21291 0.40359  -0.18
C: -3.23426 -0.35212 2.28950  -0.09
H: -2.20009 5.06494 -2.25570  0.02
H: 0.74654 -0.46529 -3.89937  0.12
C: -3.88246 -0.72282 3.48014  -0.02

***

Q: Look up the highest occupied orbital energy of the third one.
A: -5.948 eV

***

Q: Among the records above, which one has the lowest gap between HOMO and LUMO?
A: C26H26BrN3O4PdS2